The following is a quantum chemistry calculation of 10 unconnected molecules or ions with the total composition C16H52N4O10 at a distorted geometry, from the Open Molecules 2025 dataset.

Structure (SMILES): NC(N)=O.NC(N)=O.CCO.CCO.CCO.CCO.CCO.CCO.CO.CO
HOMO in eV: -8.96
Electronic energy in hartree: -1612.03251
Energy relative to the best compared isomer or geometry (same formula, charge and spin) in kJ/mol: 233.0
Max |F| in eV/Å: 8.37

Cartesian coordinates (Å):
C 4.219 -2.111 1.000
C 4.293 -1.337 -0.311
O 4.190 0.005 0.006
H 5.160 -1.974 1.447
H 4.166 -3.227 1.033
H 3.388 -1.929 1.719
H 3.435 -1.525 -0.930
H 5.169 -1.689 -0.981
H 4.801 0.505 -0.530
C -2.116 -1.549 -1.791
C -2.888 -1.751 -0.519
O -4.116 -1.129 -0.795
H -2.093 -0.505 -2.134
H -2.497 -2.187 -2.593
H -1.088 -1.830 -1.748
H -2.388 -1.341 0.314
H -3.028 -2.838 -0.343
H -4.819 -1.874 -0.916
C -1.269 -4.609 1.822
C -0.879 -3.123 1.853
O 0.353 -2.779 2.417
H -0.637 -5.221 1.128
H -2.211 -4.731 1.306
H -1.423 -4.982 2.756
H -1.521 -2.595 2.426
H -1.118 -2.799 0.821
H 0.410 -1.811 2.729
C -2.491 2.284 -2.039
C -3.727 3.147 -2.525
O -4.307 3.466 -1.305
H -2.021 1.717 -2.828
H -3.025 1.619 -1.315
H -1.769 2.847 -1.441
H -4.456 2.654 -3.182
H -3.485 4.035 -3.082
H -5.021 2.860 -1.193
C 1.382 -0.919 -3.385
C 0.420 0.264 -3.806
O 0.406 1.371 -2.976
H 1.291 -1.677 -4.219
H 1.067 -1.378 -2.426
H 2.377 -0.571 -3.184
H -0.543 -0.095 -4.022
H 0.601 0.570 -4.839
H 1.329 1.575 -2.863
C -0.565 3.752 1.612
C 0.349 2.928 2.559
O 1.641 3.423 2.809
H -0.145 3.818 0.672
H -0.698 4.774 2.026
H -1.526 3.422 1.492
H 0.311 1.891 2.180
H -0.225 2.943 3.487
H 1.567 4.029 3.595
C 2.404 3.239 -0.570
O 2.442 2.801 -1.933
N 2.071 4.438 -0.262
N 2.817 2.505 0.437
H 1.373 4.814 -0.899
H 1.819 4.735 0.691
H 2.988 1.489 0.202
H 2.481 2.748 1.408
C -1.467 0.097 3.487
O -0.170 -0.328 3.628
N -2.374 -0.038 4.426
N -1.935 0.625 2.417
H -1.949 -0.601 5.157
H -2.732 0.795 4.901
H -1.268 0.777 1.703
H -2.970 0.809 2.223
C 1.321 -3.751 -0.722
O 2.381 -4.150 -1.568
H 0.358 -3.498 -1.221
H 1.735 -2.955 -0.149
H 1.135 -4.545 -0.083
H 2.380 -5.110 -1.873
C 0.714 0.070 0.142
O -0.418 0.798 -0.292
H 1.641 -0.042 -0.522
H 0.387 -0.969 0.526
H 1.144 0.600 0.959
H -0.527 0.863 -1.231

Cartesian forces, eV/Å:
C -0.7 -1.8 0.5
C -0.5 -2.6 -0.9
O 0.8 1.5 0.4
H 1.1 0.7 1.2
H 0.0 0.6 -1.3
H 0.5 0.9 -0.8
H -0.6 -0.7 -0.4
H -0.9 1.0 1.4
H 0.2 0.4 -0.2
C 0.8 -0.1 -0.9
C 0.0 -1.2 -1.9
O -3.5 -1.7 0.4
H -0.4 -0.3 0.3
H -0.4 0.2 0.0
H 1.0 -0.3 0.5
H 0.3 0.8 1.0
H 0.1 0.5 0.1
H 1.9 2.3 0.4
C 1.1 0.9 -3.0
C 0.5 -1.0 -1.8
O 1.7 0.4 -0.2
H 0.1 0.4 1.2
H -0.7 0.5 -0.1
H 0.2 -1.5 2.6
H -3.1 1.4 1.8
H 1.1 0.3 0.1
H -0.9 -1.7 -0.5
C -2.1 -0.2 -0.3
C 1.8 -1.1 0.0
O -1.0 1.7 0.8
H 0.3 -0.1 -0.1
H 0.8 0.0 -0.6
H -0.2 0.2 -0.5
H 0.4 -0.6 0.2
H 0.5 0.6 0.1
H -0.8 -0.5 0.4
C -2.1 0.1 -0.5
C 1.5 -1.2 -1.1
O -0.9 -0.6 0.2
H 0.6 0.7 1.0
H -0.1 0.1 -0.6
H 0.7 0.2 -0.5
H -1.8 -0.8 0.9
H 1.1 0.2 -0.2
H 0.9 1.2 0.8
C 2.4 1.9 2.4
C -3.1 -0.3 -0.1
O -0.1 1.2 1.0
H 0.8 0.2 -2.1
H 0.3 -0.3 -0.2
H -2.4 -1.5 0.0
H 1.0 0.5 0.5
H 0.2 -0.5 0.3
H 0.4 -0.9 -1.3
C 1.4 -4.7 -6.8
O -0.1 2.1 6.7
N -2.9 4.9 0.2
N 0.1 -2.9 1.2
H 0.6 0.2 -0.2
H 0.7 -0.8 -0.5
H 0.0 1.7 0.6
H 0.9 -0.4 -1.5
C 6.8 -2.0 0.4
O -5.7 1.8 -0.8
N -1.3 -1.0 4.5
N -2.3 1.6 -2.9
H -0.2 -0.1 0.1
H 0.0 -0.2 -0.8
H 0.2 0.3 -1.4
H 2.4 -0.5 0.6
C 0.0 -0.2 -1.3
O 0.7 -1.4 -1.6
H 0.7 0.1 0.0
H -0.2 0.9 0.4
H -0.7 -1.4 1.6
H -0.6 2.0 0.9
C 0.6 -2.0 -0.3
O 0.1 0.1 1.4
H -1.8 0.2 0.1
H 0.6 1.4 -0.7
H 0.1 0.2 1.0
H 0.6 0.0 -1.2